# 1
Here is a cluster of 2 separate species, C16H32BClNO5 in total from the Open Molecules 2025 dataset. Energies are from wB97M-V/def2-TZVPD.

The geometry in XYZ format:
```
56
Properties=species:S:1:pos:R:3:forces:R:3
C -2.091 -0.736 2.846 0.05 -0.04 -0.09
C -0.587 -0.447 2.961 -0.18 0.28 0.03
C 0.012 0.034 1.640 0.20 -0.44 0.06
Cl -0.611 1.707 1.367 0.08 0.14 0.02
C 1.558 0.011 1.530 -0.05 0.05 -0.09
B 2.258 0.728 2.773 0.00 0.15 -0.06
O 3.148 1.786 2.632 -0.38 0.21 0.42
O 2.086 0.223 4.030 0.31 -0.06 -0.04
C 2.018 -1.488 1.552 0.08 0.20 0.14
C 2.452 -2.094 0.201 0.18 -0.21 -0.06
C 2.201 -3.606 0.200 0.16 -0.02 -0.02
C 3.954 -1.898 -0.040 -0.10 0.08 -0.15
N 1.630 -1.504 -0.893 -0.34 0.21 0.55
O 0.485 -2.053 -1.037 0.02 -0.10 -0.21
C 1.685 -0.023 -1.098 0.19 0.11 -0.28
C 2.742 0.308 -2.163 -0.13 -0.12 -0.08
C 0.349 0.465 -1.657 -0.03 0.10 0.09
C 2.058 0.676 0.230 0.01 -0.15 -0.03
H -2.520 -0.270 1.957 -0.01 0.02 0.06
H -2.285 -1.808 2.790 -0.02 0.01 -0.03
H -2.635 -0.338 3.701 0.00 -0.08 0.02
H -0.424 0.333 3.704 0.10 -0.08 0.03
H -0.048 -1.327 3.311 0.00 0.02 0.01
H -0.394 -0.587 0.839 -0.07 0.15 -0.07
H 2.771 2.549 2.180 0.22 -0.21 -0.31
H 2.611 0.728 4.666 -0.10 -0.07 -0.04
H 1.216 -2.094 1.971 0.00 -0.01 -0.08
H 2.862 -1.608 2.239 -0.05 -0.06 0.01
H 3.059 -4.110 0.649 -0.08 0.01 0.12
H 2.108 -3.964 -0.825 -0.03 -0.02 0.02
H 1.304 -3.874 0.752 -0.05 -0.02 -0.13
H 4.495 -2.326 0.804 0.00 -0.02 -0.04
H 4.255 -0.858 -0.127 0.03 0.03 0.07
H 4.260 -2.422 -0.947 0.01 0.03 0.01
H 2.825 1.391 -2.268 0.05 -0.01 0.04
H 2.428 -0.098 -3.127 0.03 -0.01 0.02
H 3.719 -0.106 -1.931 0.06 0.08 0.04
H -0.503 0.157 -1.059 -0.01 0.00 -0.01
H 0.375 1.557 -1.675 0.02 -0.02 -0.06
H 0.205 0.102 -2.674 -0.04 -0.07 0.05
H 3.144 0.754 0.294 0.01 -0.02 0.00
H 1.696 1.703 0.159 -0.02 -0.01 0.06
O -3.756 1.448 0.521 -0.14 -0.01 0.04
C -3.963 1.763 -0.616 0.11 -0.10 -0.09
O -5.086 1.308 -1.217 -0.05 0.07 0.06
C -5.477 1.709 -2.534 -0.01 -0.02 -0.06
C -4.788 0.893 -3.608 0.05 -0.04 0.04
C -2.972 2.590 -1.403 -0.10 0.14 0.00
H -5.325 2.780 -2.671 0.02 0.00 0.01
H -6.552 1.534 -2.558 0.00 -0.01 0.01
H -3.708 1.038 -3.592 -0.01 0.03 -0.01
H -5.158 1.181 -4.593 -0.01 0.00 0.00
H -4.988 -0.167 -3.457 -0.01 0.00 -0.01
H -2.192 1.921 -1.767 0.00 0.00 0.00
H -2.514 3.299 -0.719 0.04 -0.06 0.03
H -3.394 3.130 -2.245 0.01 -0.04 -0.03
```
Positions in Å, forces in eV/Å.

Calculated values
Multiplicity: 2
HOMO level (spin up / spin down) (eV): -8.03 / -9.38
Frontier orbital gap (spin up / spin down) (Ha): 0.3121 / 0.3617
E_LUMO (spin up / spin down) (eV): 0.467 / 0.460

How is the electron density shared among the atoms? According to Mulliken, the charges in e are: -1.17 -0.41 -0.21 -0.11 1.27 1.20 -0.64 -0.65 -2.05 2.10 -1.70 -2.08 0.65 -0.65 1.74 -1.79 -2.00 -3.13 0.17 0.31 0.36 0.29 0.49 0.41 0.31 0.30 0.24 0.32 0.41 0.42 0.35 0.51 0.38 0.40 0.34 0.41 0.37 0.38 0.41 0.54 0.47 1.03 -0.54 0.74 -0.36 -0.43 -0.90 -0.71 0.36 0.31 0.22 0.35 0.30 0.01 0.30 0.34

# 2
Here is a cluster of 3 separate species, C16H32BFN2O11PS in total from the Open Molecules 2025 dataset. Energies are from wB97M-V/def2-TZVPD.

The geometry in XYZ format:
```
65
Properties=species:S:1:pos:R:3:forces:R:3
N 1.723 3.894 -0.298 -0.36 2.83 -1.01
C 2.067 2.874 0.057 0.29 -3.45 1.31
O 2.283 1.688 0.506 0.85 0.64 -0.12
P 0.846 0.731 0.853 -3.16 1.07 2.43
C -0.106 1.306 -0.692 -0.48 -1.34 -1.65
C -1.290 0.319 -1.084 -0.16 2.17 -0.99
C -2.233 1.172 -2.029 0.13 -0.44 0.73
O -3.508 0.501 -2.150 0.26 0.31 0.04
C 0.084 2.052 2.001 0.25 0.32 0.89
C 1.034 2.588 3.140 -0.75 1.19 0.21
C 0.589 2.217 4.608 1.36 0.41 0.30
C 1.727 1.440 5.384 -0.37 0.71 0.28
N 1.157 0.541 6.405 0.24 0.39 0.06
O 1.605 -0.015 2.247 -0.26 -0.27 -0.05
B 0.762 -0.990 2.783 0.65 -0.30 -0.59
O 0.901 -2.320 2.374 -0.64 1.02 0.39
O -0.217 -0.743 3.776 -0.11 0.02 -0.50
S 1.824 -0.895 -0.357 0.93 -1.63 -2.34
O 2.461 -0.370 -1.554 0.01 0.06 0.90
O 0.910 -1.985 -0.636 0.29 0.35 0.76
F 3.077 -1.598 0.478 -0.91 0.64 -0.47
H -0.297 -0.117 1.142 0.41 -0.44 -0.50
H -0.596 2.293 -0.591 0.70 -0.37 0.42
H 0.514 1.346 -1.620 -0.14 0.17 0.80
H -1.921 0.040 -0.214 0.61 -0.21 -0.36
H -0.946 -0.527 -1.705 -0.18 0.10 0.87
H -1.775 1.287 -3.038 -0.65 -0.17 0.94
H -2.440 2.183 -1.590 0.42 -0.61 -0.30
H -3.840 0.468 -1.239 0.00 -0.14 -0.44
H -0.780 1.568 2.520 0.57 0.25 -0.54
H -0.339 2.930 1.474 0.33 -0.59 0.01
H 2.112 2.377 2.964 -0.83 -0.24 0.14
H 0.965 3.706 3.101 0.14 -0.78 -0.15
H -0.391 1.702 4.658 0.67 -0.01 -0.22
H 0.460 3.168 5.184 -0.14 -0.64 -0.48
H 2.315 2.216 5.942 -0.23 -0.50 -0.58
H 2.443 0.960 4.685 -0.70 -0.03 0.26
H 0.167 0.400 6.246 0.37 -0.43 -0.16
H 1.663 -0.332 6.495 -0.36 0.08 -0.18
H 0.020 -2.696 2.541 0.54 -0.42 0.06
H -1.055 -0.438 3.402 0.34 0.06 0.13
O -1.444 -4.733 1.070 0.04 -0.15 0.52
C -0.448 -5.393 1.119 -0.17 0.54 -0.49
O 0.222 -5.668 2.270 -0.23 -0.04 -0.07
C 1.427 -6.385 1.968 0.34 -0.07 0.08
C 1.187 -7.015 0.608 0.12 -0.22 -0.26
C 0.275 -5.997 -0.061 0.25 -0.50 0.13
H 2.258 -5.676 1.957 -0.06 0.03 -0.02
H 1.610 -7.131 2.741 -0.14 0.16 0.12
H 2.106 -7.213 0.058 0.01 0.05 0.09
H 0.655 -7.963 0.727 0.05 0.02 0.03
H 0.841 -5.213 -0.568 -0.16 0.09 0.00
H -0.424 -6.470 -0.747 -0.07 0.31 -0.06
O -1.518 1.108 -5.068 -0.18 0.25 -0.17
C -1.699 2.139 -5.644 0.14 -0.58 -0.13
O -2.693 3.014 -5.333 0.13 -0.07 0.01
C -2.703 4.092 -6.278 -0.09 0.23 -0.05
C -1.306 4.117 -6.870 0.23 0.17 -0.26
C -0.913 2.648 -6.832 0.09 0.59 0.06
H -3.470 3.888 -7.030 0.02 -0.02 0.01
H -2.949 5.021 -5.767 -0.10 -0.16 0.13
H -1.269 4.558 -7.866 -0.08 0.01 0.04
H -0.640 4.692 -6.223 -0.06 -0.01 -0.02
H -1.238 2.115 -7.727 0.07 -0.09 0.06
H 0.156 2.519 -6.677 -0.09 -0.32 -0.04
```
Positions in Å, forces in eV/Å.

Calculated values
Charge: -1
HOMO level (eV): -6.13
Frontier orbital gap (Ha): 0.3114
E_LUMO (eV): 2.339

How is the electron density shared among the atoms? According to Mulliken, the charges in e are: -0.61 0.60 -0.48 0.75 -1.65 -0.12 -0.28 -0.59 -1.24 -0.69 -0.60 -0.44 -0.66 -0.80 0.52 -0.42 -0.44 1.26 -0.70 -0.61 -0.34 -0.10 0.57 0.53 0.37 0.13 0.03 0.36 0.35 0.51 0.62 0.37 0.44 0.37 0.38 0.35 0.16 0.28 0.25 0.26 0.34 -0.61 0.62 -0.33 -0.41 -0.48 -0.36 0.26 0.31 0.33 0.24 0.15 0.32 -0.61 0.56 -0.33 -0.45 -0.49 -0.44 0.27 0.30 0.31 0.28 0.26 0.29

# 3
Here is the ion C16H32IN2O4P2S with charge +1 from the Open Molecules 2025 dataset. Energies are from wB97M-V/def2-TZVPD.

The geometry in XYZ format:
```
58
Properties=species:S:1:pos:R:3:forces:R:3
C 4.130 1.023 2.108 -0.60 -0.14 0.06
C 2.678 1.509 2.110 0.66 -0.07 -0.76
C 2.003 1.217 0.756 -0.24 0.06 1.67
C 1.026 0.032 0.694 -0.39 -1.21 -3.08
P 1.644 -1.632 1.266 0.51 0.10 2.22
S 2.490 -1.826 2.992 -0.09 -0.02 -0.21
C 0.899 -0.185 -0.930 0.30 0.09 1.68
C -0.513 -0.687 -1.357 2.57 0.99 -0.36
C -0.942 0.280 -2.468 -1.50 -0.50 -0.37
C -1.902 -0.282 -3.523 -0.39 0.82 0.35
C -3.200 -0.864 -2.997 0.01 -0.33 -0.58
I -2.433 1.412 -4.767 0.20 -0.19 -0.09
C -0.416 -2.163 -1.716 -0.64 0.36 -0.29
P 0.618 -2.640 -3.152 0.36 -1.10 -0.19
O -0.098 -3.566 -3.993 -0.81 -0.16 -0.45
O 1.173 -1.369 -3.949 0.01 0.02 0.59
O 1.911 -3.337 -2.494 -0.24 0.92 0.29
N -1.199 -0.505 -0.012 0.33 -1.82 0.57
O -2.615 -0.442 -0.014 -0.15 0.12 0.15
C -3.052 0.778 -0.179 -1.50 4.14 -1.14
N -3.448 1.875 -0.399 1.33 -3.86 0.90
C -0.458 0.401 0.920 0.84 1.82 0.67
C -1.073 0.571 2.300 -0.48 -0.64 0.29
C -0.757 -0.526 3.308 -0.07 0.17 -0.23
C -0.774 1.965 2.836 -0.39 0.33 -0.62
C -1.638 3.047 2.188 0.63 0.02 0.50
H 4.460 0.884 3.123 0.38 -0.02 0.32
H 4.214 0.072 1.600 0.14 -0.33 -0.04
H 4.762 1.732 1.598 0.28 0.27 -0.11
H 2.123 1.079 2.927 -0.17 -0.10 0.29
H 2.737 2.581 2.230 -0.36 0.37 0.25
H 1.404 2.077 0.473 -0.01 0.26 -0.35
H 2.788 1.083 0.026 0.16 -0.09 -0.38
H 2.478 -2.145 0.259 -0.42 0.21 -0.43
H 0.465 -2.424 1.231 0.03 0.05 -0.61
H 1.136 0.792 -1.315 -0.31 0.34 -0.40
H 1.717 -0.832 -1.217 -0.02 -0.34 -0.35
H -0.072 0.617 -2.999 0.51 0.07 -0.08
H -1.404 1.176 -2.068 0.05 0.20 0.42
H -1.396 -0.946 -4.200 0.17 -0.35 -0.16
H -3.075 -1.521 -2.146 0.04 -0.09 0.21
H -3.634 -1.468 -3.781 -0.21 -0.20 -0.22
H -3.932 -0.104 -2.778 -0.15 0.32 0.36
H -0.062 -2.761 -0.888 0.30 -0.11 0.32
H -1.391 -2.561 -1.959 -0.26 -0.17 -0.24
H 1.877 -0.919 -3.472 0.15 0.38 -0.22
H 2.711 -2.841 -2.684 0.51 -0.30 -0.04
H -1.048 -1.421 0.430 -0.44 -0.14 0.03
H -0.484 1.399 0.489 -0.45 0.12 -0.49
H -2.153 0.549 2.179 -0.28 0.03 -0.25
H 0.140 -0.293 3.859 0.41 -0.20 0.06
H -0.674 -1.494 2.833 0.21 -0.41 0.00
H -1.561 -0.631 4.020 -0.31 0.14 0.27
H 0.256 2.245 2.658 0.39 -0.14 0.33
H -0.964 1.953 3.897 0.10 -0.05 0.42
H -1.571 3.924 2.814 -0.19 0.37 0.17
H -2.671 2.751 2.096 -0.32 0.01 -0.10
H -1.230 3.359 1.237 -0.15 -0.02 -0.53
```
Positions in Å, forces in eV/Å.

Calculated values
Charge: +1
HOMO level (eV): -12.12
Frontier orbital gap (Ha): 0.3202
E_LUMO (eV): -3.406

How is the electron density shared among the atoms? According to Mulliken, the charges in e are: -1.58 -0.87 -1.56 2.17 0.13 -0.25 -2.99 0.60 -1.72 -0.55 -1.27 0.13 -0.71 0.68 -0.68 -0.54 -0.51 0.70 -0.42 0.70 -0.50 -1.83 1.09 -1.88 -0.83 -1.29 0.38 0.37 0.41 0.33 0.51 0.67 0.68 0.17 0.14 0.61 0.76 0.51 1.10 0.69 0.28 0.42 0.49 0.67 0.38 0.41 0.39 0.91 0.30 0.31 0.35 0.34 0.51 -0.01 0.59 0.47 0.29 0.34

# 4
Here is a structure of composition C16H32MnNSe2Si2 from the Open Molecules 2025 dataset. Energies are from wB97M-V/def2-TZVPD.

The geometry in XYZ format:
```
54
Properties=species:S:1:pos:R:3:forces:R:3
Mn -0.909 -0.071 0.484 0.71 0.41 -0.25
C -3.838 0.540 3.142 -0.01 -0.04 -0.02
Se -2.224 1.340 2.417 -0.06 0.03 0.02
C -0.993 0.851 3.845 -0.03 0.00 0.03
C -0.826 -0.641 4.070 0.04 0.00 0.03
Se -0.048 -1.593 2.548 -0.14 -0.08 -0.06
C -1.511 -2.840 2.189 0.05 -0.09 0.10
H -4.069 1.031 4.083 -0.02 -0.02 0.00
H -3.726 -0.531 3.281 -0.01 0.00 0.00
H -4.632 0.733 2.425 -0.01 0.00 0.01
H -1.357 1.332 4.753 0.01 0.00 0.03
H -0.051 1.329 3.577 0.03 -0.01 0.02
H -1.767 -1.135 4.302 -0.03 0.02 0.02
H -0.151 -0.810 4.907 0.00 0.01 0.03
H -1.674 -3.455 3.070 0.02 -0.02 -0.01
H -1.187 -3.470 1.364 -0.01 0.01 -0.01
H -2.428 -2.317 1.927 0.00 0.03 -0.02
C 3.491 1.240 -1.696 0.09 0.07 -0.13
Si 2.362 0.643 -0.336 0.14 0.01 0.01
C 2.063 2.065 0.857 -0.10 0.12 0.04
C 3.256 -0.716 0.579 0.03 -0.14 0.06
C 0.721 0.106 -1.001 -0.33 0.12 0.23
C -0.041 1.251 -1.569 -0.10 0.06 -0.16
C 0.140 1.849 -2.825 0.17 -0.08 0.10
C -0.681 2.885 -3.216 -0.05 0.05 0.00
C -1.696 3.327 -2.368 0.04 0.03 -0.07
C -1.842 2.698 -1.156 0.15 -0.05 0.10
N -1.033 1.699 -0.768 -0.37 -0.02 -0.11
Si 0.385 -1.480 -1.846 -0.12 -0.21 -0.07
C 1.123 -2.925 -0.918 0.10 -0.13 0.04
C 0.839 -1.636 -3.644 0.07 0.06 -0.16
C -1.518 -1.665 -1.791 -0.01 0.07 -0.04
H 4.458 1.571 -1.306 -0.05 -0.02 -0.01
H 3.054 2.079 -2.244 0.04 -0.03 0.01
H 3.679 0.431 -2.409 0.02 0.06 0.00
H 2.929 2.250 1.496 -0.02 -0.01 -0.03
H 1.204 1.854 1.507 0.04 0.02 0.06
H 1.837 2.995 0.326 -0.01 -0.04 0.03
H 4.199 -0.322 0.969 -0.03 0.00 -0.01
H 3.499 -1.556 -0.074 0.01 0.02 0.04
H 2.687 -1.104 1.427 0.02 -0.03 0.00
H 0.932 1.487 -3.468 -0.02 0.02 0.01
H -0.542 3.353 -4.183 0.00 -0.01 0.01
H -2.355 4.137 -2.647 0.01 -0.01 -0.01
H -2.614 2.994 -0.456 -0.01 -0.02 0.01
H 2.156 -3.093 -1.235 -0.03 -0.01 0.04
H 0.571 -3.845 -1.130 0.02 0.04 0.00
H 1.147 -2.773 0.163 0.00 -0.04 0.01
H 1.919 -1.525 -3.771 -0.04 -0.01 -0.03
H 0.347 -0.868 -4.248 0.03 -0.04 0.00
H 0.553 -2.611 -4.050 0.01 0.03 0.03
H -2.015 -1.336 -0.857 -0.24 -0.13 0.12
H -1.842 -2.699 -1.927 0.01 0.03 -0.02
H -1.983 -1.054 -2.570 0.00 -0.03 0.01
```
Positions in Å, forces in eV/Å.

Calculated values
Multiplicity: 6
Charge: +1
HOMO level (spin up / spin down) (eV): -10.29 / -11.03
Energy relative to the best compared isomer or geometry (same formula, charge and spin) (kcal per mole): 12.74
Frontier orbital gap (spin up / spin down) (Ha): 0.2754 / 0.2924
E_LUMO (spin up / spin down) (eV): -2.796 / -3.073

How is the electron density shared among the atoms? According to Mulliken, the charges in e are: 0.25 -1.04 0.12 -0.81 -0.74 -0.04 -0.98 0.35 0.32 0.36 0.53 0.38 0.38 0.46 0.41 0.32 0.31 -1.15 0.00 -0.81 -0.91 2.17 -0.78 -0.58 -0.71 -0.85 -0.22 -0.18 0.41 -0.92 -1.21 -1.23 0.39 0.33 0.31 0.42 -0.04 0.29 0.42 0.29 0.15 0.61 0.47 0.45 0.32 0.33 0.38 0.13 0.34 0.35 0.39 0.33 0.43 0.31

no.,M (g mol⁻¹),F_max (eV/A)
1,364.7,0.68
2,521.3,4.13
3,537.4,4.55
4,507.5,0.86